No. 1
C53H42FNO19 | ωB97M-V/def2-TZVPD

CARTESIAN COORDINATES (ANGSTROEM)
C1 1.099 2.746 -0.716
C2 1.768 2.423 0.621
O1 3.168 2.280 0.414
C3 3.958 2.862 1.424
C4 3.823 4.389 1.520
N1 5.023 5.105 1.022
C5 4.851 5.553 -0.307
O2 3.993 6.260 -0.734
O3 5.886 5.090 -1.139
F1 5.221 4.483 -2.239
H1 1.652 2.229 -1.504
H2 0.048 2.457 -0.716
H3 1.190 3.818 -0.914
H4 1.531 3.194 1.359
H5 1.332 1.485 0.989
H6 3.772 2.407 2.407
H7 4.998 2.637 1.169
H8 2.914 4.724 1.013
H9 3.706 4.667 2.570
H10 5.145 5.938 1.591
C6 -0.941 -1.149 0.305
C7 -1.130 -1.972 -0.722
C8 -2.133 -1.663 -1.769
O4 -2.294 -2.407 -2.720
C9 -2.925 -0.416 -1.630
C10 -2.738 0.403 -0.600
C11 -1.730 0.098 0.439
O5 -1.541 0.853 1.374
H11 -0.209 -1.337 1.079
H12 -0.563 -2.886 -0.849
H13 -3.651 -0.211 -2.400
H14 -3.293 1.320 -0.479
C12 -2.285 7.684 0.559
C13 -2.007 6.548 1.191
C14 -0.639 5.971 1.174
O6 -0.391 4.932 1.748
C15 0.406 6.711 0.422
C16 0.129 7.846 -0.211
C17 -1.238 8.425 -0.192
O7 -1.493 9.461 -0.765
H15 -3.274 8.124 0.558
H16 -2.753 5.991 1.745
H17 1.397 6.274 0.414
H18 0.876 8.398 -0.768
C18 3.188 -0.781 5.095
C19 3.209 -1.042 3.791
C20 2.093 -0.622 2.905
O8 2.114 -0.864 1.717
C21 0.955 0.102 3.526
C22 0.937 0.362 4.831
C23 2.049 -0.057 5.718
O9 2.036 0.179 6.907
H19 3.989 -1.076 5.762
H20 4.029 -1.565 3.313
H21 0.151 0.399 2.860
H22 0.118 0.887 5.307
C24 -0.722 -4.917 4.059
C25 -0.379 -6.033 4.696
C26 1.037 -6.474 4.765
O10 1.351 -7.494 5.342
C27 2.056 -5.627 4.097
C28 1.712 -4.512 3.460
C29 0.298 -4.069 3.394
O11 -0.013 -3.049 2.816
H23 -1.747 -4.573 3.995
H24 -1.104 -6.668 5.191
H25 3.078 -5.977 4.155
H26 2.435 -3.880 2.958
C30 -7.922 1.686 -0.898
C31 -8.785 2.476 -0.264
C32 -8.359 3.318 0.882
O12 -9.144 4.036 1.461
C33 -6.934 3.246 1.294
C34 -6.071 2.457 0.660
C35 -6.498 1.616 -0.488
O13 -5.712 0.896 -1.068
H27 -8.208 1.063 -1.735
H28 -9.828 2.545 -0.547
H29 -6.648 3.866 2.133
H30 -5.029 2.389 0.950
C36 1.930 0.969 -6.595
C37 1.214 1.842 -5.892
C38 1.852 2.723 -4.879
O14 1.199 3.514 -4.235
C39 3.316 2.591 -4.680
C40 4.032 1.717 -5.383
C41 3.397 0.838 -6.397
O15 4.048 0.043 -7.039
H31 1.489 0.316 -7.338
H32 0.145 1.955 -6.018
H33 3.756 3.241 -3.935
H34 5.101 1.603 -5.254
C42 -2.639 -1.433 -6.552
C43 -2.865 -0.821 -5.391
C44 -2.930 0.660 -5.312
O16 -3.126 1.224 -4.255
C45 -2.740 1.432 -6.565
C46 -2.516 0.817 -7.723
C47 -2.448 -0.666 -7.807
O17 -2.244 -1.221 -8.865
H35 -2.584 -2.511 -6.637
H36 -3.001 -1.363 -4.458
H37 -2.793 2.511 -6.478
H38 -2.373 1.355 -8.652
C48 3.280 -11.281 2.189
C49 2.871 -12.454 2.666
C50 1.757 -12.542 3.646
O18 1.387 -13.612 4.079
C51 1.118 -11.272 4.072
C52 1.527 -10.100 3.594
C53 2.639 -10.013 2.617
O19 3.009 -8.942 2.183
H39 4.090 -11.192 1.476
H40 3.321 -13.393 2.369
H41 0.310 -11.360 4.787
H42 1.083 -9.161 3.890

Values from the calculation:
LUMO: -0.06897 hartree
E: -98738.612 eV
structure (SMILES): O=C1C=CC(=O)C=C1.O=C1C=CC(=O)C=C1.O=C1C=CC(=O)C=C1.O=C1C=CC(=O)C=C1.O=C1C=CC(=O)C=C1.O=C1C=CC(=O)C=C1.O=C1C=CC(=O)C=C1.O=C1C=CC(=O)C=C1.CCOCCNC(=O)OF


No. 2
C53H43CeIN7O4 | ωB97M-V/def2-TZVPD

CARTESIAN COORDINATES (ANGSTROEM)
Ce1 0.982 -0.043 -0.786
C1 -2.361 8.508 -4.901
O1 -1.335 7.565 -5.152
C2 -1.224 6.448 -4.314
C3 -2.231 5.938 -3.452
C4 -2.028 4.750 -2.773
C5 -0.797 4.100 -2.847
C6 0.198 4.583 -3.703
C7 -0.023 5.753 -4.420
C8 -0.513 2.876 -2.011
C9 0.360 3.126 -0.915
C10 0.814 4.466 -0.529
C11 1.550 4.323 0.602
C12 1.662 2.955 0.872
N1 0.871 2.257 -0.055
C13 2.225 2.364 2.026
C14 2.242 1.005 2.283
C15 2.973 0.362 3.265
C16 2.823 -0.982 3.162
C17 1.942 -1.159 2.059
C18 1.323 -2.382 1.766
C19 1.993 -3.627 2.337
C20 2.878 -4.369 1.494
C21 3.375 -5.595 1.890
C22 2.928 -6.118 3.095
O2 3.399 -7.347 3.369
C23 3.000 -7.988 4.583
C24 2.101 -5.466 3.965
C25 1.627 -4.190 3.579
C26 0.207 -2.572 0.967
N2 -0.445 -1.607 0.233
C27 -1.624 -2.143 -0.221
C28 -2.496 -1.462 -1.150
C29 -3.767 -2.199 -1.445
C30 -3.784 -3.374 -2.194
C31 -4.964 -4.054 -2.455
C32 -6.151 -3.513 -1.935
O3 -7.253 -4.251 -2.242
C33 -8.487 -3.772 -1.638
C34 -6.152 -2.310 -1.214
C35 -4.948 -1.702 -0.957
C36 -2.248 -0.215 -1.660
C37 -3.020 0.371 -2.719
C38 -2.387 1.536 -3.101
C39 -1.282 1.756 -2.163
N3 -1.204 0.603 -1.320
C40 -1.743 -3.482 0.252
C41 -0.606 -3.768 0.935
N4 1.685 0.057 1.460
C42 2.777 3.281 3.038
C43 2.244 3.250 4.308
C44 2.612 4.138 5.337
C45 3.535 5.117 5.029
O4 4.001 6.087 5.896
C46 3.595 5.969 7.258
C47 4.080 5.232 3.717
C48 3.765 4.283 2.765
H1 -2.032 9.474 -5.335
H2 -2.523 8.640 -3.844
H3 -3.262 8.183 -5.372
H4 -3.169 6.497 -3.460
H5 -2.797 4.374 -2.166
H6 1.175 4.110 -3.758
H7 0.746 5.985 -5.123
H8 0.706 5.362 -1.121
H9 1.924 5.178 1.202
H10 3.558 0.901 4.014
H11 3.182 -1.786 3.789
H12 3.264 -3.868 0.634
H13 4.128 -6.052 1.299
H14 3.495 -8.911 4.581
H15 1.915 -8.152 4.477
H16 3.194 -7.456 5.498
H17 1.787 -5.906 4.880
H18 0.908 -3.655 4.199
H19 -2.842 -3.707 -2.659
H20 -5.087 -4.983 -2.963
H21 -9.200 -4.486 -1.903
H22 -8.819 -2.823 -2.006
H23 -8.382 -3.719 -0.548
H24 -7.049 -1.876 -0.797
H25 -4.928 -0.819 -0.304
H26 -3.849 -0.105 -3.194
H27 -2.667 2.286 -3.807
H28 -2.572 -4.138 0.115
H29 -0.340 -4.568 1.572
H30 1.449 2.537 4.562
H31 2.141 4.040 6.272
H32 4.016 6.887 7.723
H33 4.042 5.098 7.753
H34 2.495 5.973 7.325
H35 4.655 6.153 3.526
H36 4.071 4.305 1.734
I1 2.992 0.789 -3.082
C49 3.407 -0.351 -1.349
H37 4.254 0.152 -0.846
H38 3.822 -1.288 -1.646
N5 1.015 -5.502 -2.720
C50 0.664 -4.202 -3.012
C51 1.074 -3.085 -2.300
N6 0.773 -1.841 -2.673
C52 -0.006 -1.681 -3.757
C53 -0.449 -2.799 -4.476
N7 -0.111 -4.024 -4.088
H39 1.371 -5.782 -1.836
H40 0.630 -6.254 -3.308
H41 1.758 -3.076 -1.487
H42 -0.195 -0.652 -4.066
H43 -1.024 -2.744 -5.419

Values from the calculation:
total charge: +1
LUMO (spin up / spin down): -0.14380 / -0.14370 hartree
E: -95302.411 eV


No. 3
C53H43F4NO2P2Pd | ωB97M-V/def2-TZVPD

CARTESIAN COORDINATES (ANGSTROEM)
C1 -3.051 -3.062 -5.294
C2 -4.281 -2.900 -4.545
N1 -4.594 -3.744 -3.542
O1 -5.733 -3.755 -3.005
O2 -3.648 -4.501 -3.161
H1 -3.096 -2.388 -6.158
H2 -2.157 -2.806 -4.700
H3 -2.940 -4.092 -5.673
H4 -5.043 -2.191 -4.845
F1 -0.968 -2.679 5.800
C3 -1.094 -1.501 5.097
C4 -0.781 -0.314 5.755
C5 -0.879 0.848 4.994
F2 -0.485 2.044 5.558
C6 -1.308 0.859 3.668
C7 -1.564 -0.372 3.012
C8 -1.901 -0.415 1.563
C9 -1.893 -1.629 0.775
C10 -2.662 -1.881 -0.377
C11 -3.450 -0.906 -1.059
C12 -3.363 -0.750 -2.478
C13 -4.134 0.202 -3.118
F3 -4.142 0.248 -4.502
C14 -4.956 1.107 -2.444
C15 -4.991 0.979 -1.057
F4 -5.736 1.887 -0.338
C16 -4.317 -0.018 -0.366
Pd1 -0.039 -0.048 0.550
P1 1.916 -1.156 0.909
C17 1.505 -2.794 1.572
C18 1.035 -3.781 0.689
C19 0.579 -5.000 1.185
C20 0.600 -5.241 2.562
C21 1.128 -4.286 3.434
C22 1.586 -3.066 2.946
C23 2.954 -1.560 -0.515
C24 3.810 -2.675 -0.465
C25 4.586 -3.011 -1.573
C26 4.498 -2.251 -2.745
C27 3.654 -1.135 -2.793
C28 2.894 -0.780 -1.681
C29 2.984 -0.372 2.156
C30 4.385 -0.457 2.068
C31 5.182 0.168 3.026
C32 4.597 0.928 4.044
C33 3.204 1.026 4.128
C34 2.399 0.347 3.215
P2 0.221 1.964 -0.456
C35 -0.657 3.171 0.565
C36 0.025 4.199 1.234
C37 -0.670 5.030 2.113
C38 -2.047 4.874 2.296
C39 -2.740 3.890 1.585
C40 -2.049 3.037 0.726
C41 1.918 2.554 -0.744
C42 2.329 3.010 -2.012
C43 3.672 3.300 -2.251
C44 4.616 3.170 -1.230
C45 4.205 2.774 0.048
C46 2.867 2.467 0.290
C47 -0.590 2.062 -2.073
C48 -1.408 3.151 -2.412
C49 -1.973 3.227 -3.681
C50 -1.682 2.258 -4.641
C51 -0.849 1.184 -4.316
C52 -0.340 1.058 -3.025
C53 -1.494 -1.559 3.767
H5 -0.431 -0.297 6.780
H6 -1.418 1.803 3.131
H7 -2.600 0.362 1.262
H8 -1.248 -2.427 1.174
H9 -2.629 -2.883 -0.825
H10 -2.662 -1.381 -3.037
H11 -5.523 1.861 -2.978
H12 -4.458 -0.118 0.712
H13 1.039 -3.594 -0.387
H14 0.212 -5.755 0.492
H15 0.213 -6.178 2.957
H16 1.183 -4.486 4.503
H17 2.019 -2.330 3.623
H18 3.861 -3.290 0.436
H19 5.250 -3.873 -1.519
H20 5.089 -2.528 -3.619
H21 3.590 -0.530 -3.699
H22 2.247 0.101 -1.707
H23 4.846 -1.016 1.252
H24 6.265 0.077 2.963
H25 5.224 1.446 4.768
H26 2.732 1.618 4.912
H27 1.310 0.381 3.308
H28 1.088 4.352 1.047
H29 -0.130 5.804 2.656
H30 -2.586 5.527 2.984
H31 -3.819 3.780 1.690
H32 -2.592 2.264 0.174
H33 1.596 3.127 -2.811
H34 3.980 3.614 -3.247
H35 5.668 3.381 -1.426
H36 4.930 2.699 0.856
H37 2.562 2.123 1.283
H38 -1.605 3.939 -1.686
H39 -2.643 4.052 -3.916
H40 -2.107 2.337 -5.642
H41 -0.601 0.438 -5.070
H42 0.243 0.173 -2.754
H43 -1.736 -2.518 3.304

Values from the calculation:
total charge: -2
LUMO: 0.14044 hartree
E: -94169.572 eV


No. 4
C53H43IN4OPRhS | ωB97M-V/def2-TZVPD

CARTESIAN COORDINATES (ANGSTROEM)
Rh1 -0.992 1.402 1.282
C1 1.385 -3.789 2.618
C2 0.000 -3.735 2.722
C3 -0.644 -2.511 2.747
C4 0.098 -1.329 2.627
C5 1.478 -1.388 2.463
C6 2.117 -2.616 2.496
N1 -0.570 -0.088 2.711
C7 -1.389 0.047 3.805
C8 -1.202 -0.641 5.023
C9 -2.066 -0.421 6.074
C10 -3.138 0.469 5.958
C11 -3.341 1.170 4.782
C12 -2.465 0.964 3.732
N2 -2.550 1.614 2.490
N3 -3.466 2.429 2.273
C13 -3.362 3.003 0.995
C14 -4.413 3.782 0.555
C15 -4.364 4.286 -0.737
C16 -3.272 3.978 -1.523
C17 -2.243 3.207 -0.995
N4 -2.259 2.736 0.251
H1 1.891 -4.745 2.629
H2 -0.577 -4.646 2.801
H3 -1.722 -2.459 2.838
H4 2.042 -0.478 2.358
H5 3.196 -2.656 2.417
H6 -0.360 -1.308 5.137
H7 -1.905 -0.940 7.010
H8 -3.806 0.620 6.795
H9 -4.158 1.869 4.671
H10 -5.245 3.959 1.220
H11 -5.171 4.897 -1.119
H12 -3.191 4.334 -2.540
H13 -1.372 2.983 -1.589
I1 0.519 3.216 3.157
C18 2.229 2.013 3.259
C19 2.607 1.707 4.537
C20 3.862 1.120 4.791
C21 4.737 0.971 3.760
C22 4.369 1.297 2.431
C23 5.354 1.227 1.414
C24 5.051 1.561 0.131
C25 3.708 1.817 -0.200
C26 2.698 1.831 0.732
P1 1.029 1.751 -0.039
C27 0.975 3.339 -0.960
C28 0.531 4.511 -0.347
C29 0.535 5.713 -1.034
C30 0.981 5.766 -2.349
C31 1.435 4.611 -2.966
C32 1.436 3.407 -2.274
C33 1.133 0.536 -1.360
C34 2.144 -0.560 -1.542
C35 1.763 -1.775 -0.724
C36 0.570 -2.355 -0.729
C37 -0.603 -1.983 -1.595
C38 -0.047 0.461 -2.289
C39 3.046 1.727 2.123
H14 1.962 1.956 5.368
H15 4.141 0.867 5.804
H16 5.743 0.612 3.939
H17 6.359 0.934 1.691
H18 5.809 1.569 -0.640
H19 3.463 1.957 -1.246
H20 0.171 4.492 0.671
H21 0.193 6.613 -0.541
H22 0.986 6.706 -2.884
H23 1.799 4.643 -3.984
H24 1.814 2.520 -2.766
H25 3.137 -0.240 -1.224
H26 2.541 -2.210 -0.112
H27 0.418 -3.230 -0.105
H28 -0.950 -2.913 -2.061
H29 -0.938 0.895 -1.841
O1 -1.982 -0.101 -0.184
S1 -2.014 -1.587 -0.503
C40 -3.374 -1.705 -1.693
C41 -3.458 -3.068 -2.313
C42 -3.206 -3.233 -3.671
C43 -3.249 -4.495 -4.245
C44 -3.535 -5.604 -3.461
C45 -3.791 -5.445 -2.105
C46 -3.755 -4.183 -1.533
C47 -0.316 -0.985 -2.737
C48 0.892 -1.513 -3.474
C49 2.206 -0.920 -3.055
C50 3.372 -1.776 -3.430
C51 3.252 -2.799 -4.310
C52 1.994 -3.166 -4.845
C53 0.827 -2.538 -4.361
H30 -3.224 -0.912 -2.426
H31 -4.255 -1.461 -1.097
H32 -2.997 -2.367 -4.290
H33 -3.068 -4.612 -5.305
H34 -3.571 -6.588 -3.907
H35 -4.029 -6.306 -1.495
H36 -3.971 -4.064 -0.477
H37 0.159 1.033 -3.203
H38 -1.177 -0.984 -3.409
H39 2.337 0.051 -3.574
H40 4.344 -1.504 -3.032
H41 4.132 -3.355 -4.607
H42 1.922 -3.968 -5.565
H43 -0.143 -2.920 -4.665

Values from the calculation:
total charge: +2
2S+1: 5
LUMO (spin up / spin down): -0.23863 / -0.26946 hartree
E: -94883.684 eV
⟨S²⟩: 6.10